C12H19ClOS in the gas phase, computed with the ωB97M-V functional and the def2-TZVPD basis.

```
! RIJCOSX wB97M-V def2-TZVPD def2/J DEFGRID3
* xyz 0 1
C 3.49919 -0.33163 -0.26553
H -1.43026 -3.19482 0.70292
H 3.43468 -2.26842 -1.58728
C -1.65052 0.89159 0.43120
H -0.80441 -1.46728 -1.31620
C -1.91642 -0.69099 0.59229
C -1.98490 -3.12429 -0.32377
C 4.18043 -1.50846 -1.15375
H 3.82793 0.71316 -0.66232
H -2.45242 1.37283 1.11717
S 1.61519 -0.40002 -0.26918
O -0.53789 2.97625 0.71108
H 4.83475 -0.99117 -1.97013
C -1.78142 1.60325 -1.01014
C 0.19465 1.03925 2.36143
H -1.27303 -1.11177 1.46685
H 1.00824 1.86039 -1.04576
H -2.30520 3.79613 -0.42790
H -0.61932 3.60872 -1.23552
C -1.37570 3.11550 -0.50569
H 3.83220 -0.51619 0.82836
C 0.23934 0.48957 3.56897
H 4.93872 -2.11465 -0.50692
H -2.69665 -1.30939 -1.49372
H -2.83198 1.47209 -1.48267
H -1.03717 1.07962 -1.73770
H -3.09533 -3.38038 -0.07211
H 1.92476 1.93715 0.55521
C -0.25138 1.53826 0.90506
C -1.81351 -1.54789 -0.76899
Cl -3.68916 -0.87034 1.18000
H -1.51988 -3.85519 -1.07730
C 1.07516 1.36148 -0.00327
H 0.46124 -0.17236 4.49530
*
```

Calculated values
LUMO level = 0.02588 Ha
Structure (SMILES) = C#C[C@]1(CSCC)OCC[C@H]1[C@@H](Cl)CC
Molecular weight = 246.8 g/mol


C12H19CoN8O4S as an isolated structure, computed with the ωB97M-V functional and the def2-TZVPD basis.

```
! RIJCOSX wB97M-V def2-TZVPD def2/J DEFGRID3
* xyz 2 5
Co 1.47254 -0.49401 -0.54928
N 0.58141 -0.44292 1.64923
C -1.41150 -2.94056 -2.62424
H 1.44793 -0.09816 2.06435
H -1.34566 5.25172 -2.63240
H -1.98884 -1.26179 3.39897
H -0.47489 -2.24229 1.59534
N -1.35530 2.04529 -2.34679
N -1.66386 4.29629 -2.67579
C -0.87840 0.48364 3.43651
H 0.08034 -3.22449 -1.09663
C -0.50303 -2.51316 -1.66483
C 0.00175 -1.78700 3.65945
C -0.52903 0.45301 1.94380
C -1.93519 -0.64799 -3.04629
H -2.50544 4.08179 -3.18673
H -2.45914 0.13873 -3.56400
C -0.98529 -0.30378 -2.09343
S 3.65929 -1.12063 -0.63859
C 0.34004 -1.78961 2.16557
N -1.16932 -0.89707 3.90433
C -2.14773 -1.99080 -3.31820
N 0.22355 3.59514 -1.56708
N -0.30167 -1.22537 -1.39884
O 4.97930 -1.58743 -0.70076
H -1.39375 0.12371 1.36209
H 1.24760 -2.37565 2.00634
O 2.90523 -1.34081 0.66806
H -0.23207 -2.79865 3.99498
H -1.74537 1.12562 3.59995
H -1.40675 -0.88698 4.90453
H -1.53391 -3.99342 -2.82405
O 3.39276 0.35435 -0.82233
H 2.47385 3.80921 -0.59248
H 2.78550 2.09722 -0.41010
H -0.26792 1.45969 1.61688
H -0.03934 0.87264 4.01774
N 2.12305 2.86296 -0.52849
O 2.62548 -1.70005 -1.59095
H -2.87024 -2.28418 -4.06316
C -0.61046 1.09847 -1.85074
C -0.92271 3.32281 -2.18420
H 0.84253 -1.41246 4.24717
C 0.96250 2.59640 -1.10536
N 0.53216 1.29058 -1.15954
*
```

Calculated values
LUMO level (spin up / spin down) = -0.23099 / -0.32449 Ha
ΔE to the lowest compared entry with this formula, charge and spin = 0.00 kcal/mol
Molecular weight = 430.3 g/mol


C12H19DyN as an isolated structure, computed with the ωB97M-V functional and the def2-TZVPD basis.

```
! RIJCOSX wB97M-V def2-TZVPD def2/J DEFGRID3
* xyz -1 6
Dy -0.55432 -0.51853 -0.42194
H 1.39317 0.18962 4.05289
H -2.24452 1.01852 -2.03353
H 1.58519 -0.93569 -2.97671
H 1.96320 -2.73645 -0.99051
C 0.77122 -1.46650 -2.47239
C -1.12471 0.84910 3.11145
C 0.17190 0.63532 2.34045
H 0.26677 1.35349 1.44408
H 1.32037 1.94984 3.69963
H -2.16577 2.12130 -0.53054
C 0.98812 -2.41563 -1.40182
H -1.07929 -0.90070 -3.59439
H 1.36934 -1.08772 1.65545
H 2.35930 0.85801 2.71111
H -0.03894 2.56103 -3.63003
C 1.39900 0.94185 3.25400
C -1.57819 1.55730 -1.29760
H -1.16117 1.84865 3.51882
H -2.36317 -2.56118 -1.82480
N 0.80228 1.02311 -0.94613
C 0.50929 2.33101 -2.74759
H 1.54885 2.18999 -2.71146
H -0.41322 -3.70446 -0.24894
H -1.99788 0.68550 2.49845
C -0.27502 -2.96233 -1.03548
C 0.32831 -0.76230 1.75888
C -0.12722 1.74194 -1.64716
C -1.28110 -2.37571 -1.89093
H -1.20060 0.16438 3.93970
C -0.60787 -1.45872 -2.78811
H 1.75172 1.35132 -1.04670
H -0.31505 -1.48535 2.25187
*
```

Calculated values
LUMO level (spin up / spin down) = 0.10721 / 0.10716 Ha
Molecular weight = 339.8 g/mol


C12H19F3INOSi2 as an isolated structure, computed with the ωB97M-V functional and the def2-TZVPD basis.

```
! RIJCOSX wB97M-V def2-TZVPD def2/J DEFGRID3
* xyz 0 1
H -5.38450 0.77617 -0.41258
H 2.57469 2.57740 0.64096
C 0.43515 0.35268 1.12310
F -0.09907 2.44241 0.22843
C -0.70641 -4.05041 -0.13510
F 1.07534 -0.17407 2.19716
I 0.36450 -6.05758 1.92821
C 4.91764 4.37773 -0.98984
H 0.06894 -3.42891 1.80244
H 4.46714 5.49585 -2.77274
H -1.08672 -0.72268 -1.74089
C 2.28738 3.73920 -1.14443
Si -2.37450 -1.68216 0.05050
H 5.96165 4.65860 -0.97007
H -2.12599 -3.39700 -1.63187
C 4.08390 4.84334 -1.99578
H -1.56469 0.53416 -0.59904
C 3.03447 3.22176 -0.09598
H 4.99494 3.16480 0.78257
O -3.86484 -1.25280 -0.56941
H -1.52330 -4.19425 1.89029
C -1.14204 -0.46723 -0.67886
N 2.79216 4.53700 -2.08439
H -6.21676 -1.28882 0.41819
F -0.48044 2.14065 2.35502
H 1.23754 3.50730 -1.24672
Si -5.00775 -0.44578 0.32807
H -0.67409 -5.05166 -0.56981
H 0.15429 -3.53660 -0.56578
C -0.56426 -4.20671 1.38211
H 1.00015 -0.29525 -0.83108
C -0.02655 1.59807 1.24579
H -2.84922 -4.08912 -0.19436
H -4.50609 -0.08316 1.66669
C 0.26616 -0.55065 -0.05882
C 4.37839 3.54935 -0.01973
H -2.37429 -1.56279 1.52834
H 0.52906 -1.55252 0.27983
C -2.05196 -3.42632 -0.54041
*
```

Calculated values
LUMO level = 0.01665 Ha
Molecular weight = 433.4 g/mol


A 3-piece molecular cluster, C12H19F6O14PS3 overall, computed with the ωB97M-V functional and the def2-TZVPD basis.

```
! RIJCOSX wB97M-V def2-TZVPD def2/J DEFGRID3
* xyz 0 1
S -1.59054 -1.90077 -4.64672
C 1.78729 -2.91761 1.11069
H -3.49823 -2.65408 -3.46350
C 0.92073 4.95757 4.84905
H -0.04992 5.42350 5.04033
O 1.41869 0.01123 -0.07948
O 3.38950 5.41220 1.90954
H 3.42810 1.66544 0.93383
H 0.79771 4.26101 4.01451
H 2.01569 6.72321 5.36474
H 1.71300 6.57212 3.63515
O -0.16399 -2.08350 -4.47026
C -3.90774 -2.13323 1.65789
F -3.39937 -2.52530 3.02333
H -0.05331 -3.60405 -7.39951
F -1.12982 -0.97237 1.13421
O -0.92608 -4.58700 2.01361
H 5.75812 3.77686 2.54524
H -3.38221 0.95391 0.52451
H -2.11603 -2.28419 -2.38835
O 2.95701 -2.01606 1.28805
O 3.26582 5.43105 4.41331
O 3.86049 0.75244 1.08196
H -2.11604 -3.79910 -3.33546
F -5.24458 -2.82225 1.52120
S 1.63151 0.23941 2.97768
F -3.29744 -4.12829 0.26200
C -0.56300 -3.36980 1.61076
C -1.36682 -2.36400 0.60465
O 3.01937 3.25903 3.19037
C -2.41958 -2.75080 -3.32802
P 2.47675 -0.34064 1.29560
C -4.22127 -0.53101 1.67941
F -0.75531 -2.36819 -0.77267
H 2.05634 0.06925 -0.87247
O -2.09324 -2.85662 -5.86821
H -2.19995 -1.39889 -7.34553
C -0.39842 -2.58316 -7.59051
H 1.21232 4.36647 5.72276
O 1.78915 -3.73268 0.04220
H 0.23799 -1.91256 -7.00564
H -0.24879 -2.34705 -8.64772
C -1.85849 -2.43028 -7.20436
O -4.57165 -0.00161 2.88488
H 5.81779 5.40778 3.27992
O -4.22236 0.40081 0.54436
C 1.97186 6.00756 4.53767
F -3.35448 -2.05616 -0.90227
O -2.18288 -0.59051 -4.79993
C 5.35850 4.41913 3.33303
S 3.61087 4.57617 3.06850
H 5.52989 3.95917 4.30780
C -2.96751 -2.66219 0.42675
H -2.46725 -3.06413 -7.85687
O 0.74187 -2.85724 2.14799
*
```

Calculated values
LUMO level = -0.07830 Ha
ΔE to the lowest compared entry with this formula, charge and spin = 224.19 kcal/mol
Structure (SMILES) = O=C(OC(=O)C(F)(F)C(F)(F)C(F)(F)C(=O)O)OP(O)(O)=S.CCOS(C)(=O)=O.CCOS(C)(=O)=O
Molecular weight = 628.4 g/mol


C12H19FeO4P as an isolated structure, computed with the ωB97M-V functional and the def2-TZVPD basis.

```
! RIJCOSX wB97M-V def2-TZVPD def2/J DEFGRID3
* xyz 2 5
C 0.00022 -1.58902 -4.62745
H -1.48668 -4.58236 2.38620
C 0.04915 0.31304 1.32476
H 2.64140 -3.77716 3.13428
C -0.16292 -3.88064 -0.11764
C 1.66456 -3.75975 2.63933
H -0.76316 -3.52203 3.61742
O -2.87560 0.20158 -0.56766
Fe -0.02653 -0.34234 -0.33530
O 0.12680 0.63477 2.44068
H 1.55059 -4.67898 2.05821
C -1.81935 -0.26190 -0.52212
H 1.56357 -1.61152 2.46670
H 0.92767 0.28208 -5.08862
H 0.74292 -5.45907 -1.23563
H -0.95133 0.27832 -5.05872
H 0.96860 -3.87163 -1.98893
H -2.49279 -3.56168 3.42133
P -0.00063 -2.28127 0.78006
O 2.82380 0.17697 -0.59825
C -1.54950 -3.60582 2.87020
H 0.94327 -2.15480 -4.55205
C -0.03233 1.35246 -0.85676
C 1.52840 -2.49047 1.80610
C -1.46329 -2.42048 1.90672
H 2.40641 -2.34261 1.14881
H 1.94895 -4.32389 -0.57672
O -0.02066 2.50535 -0.97454
C 1.76036 -0.27759 -0.55641
H -0.93709 -2.15637 -4.50458
C 0.95028 -4.39714 -1.02552
C -0.00840 -0.27626 -4.92135
H -1.48058 -1.48160 2.48064
H -2.36937 -2.35724 1.27450
H 0.92487 -3.76197 3.43776
H -0.39011 -4.61856 0.66257
H -1.08390 -3.76150 -0.70384
*
```

Calculated values
LUMO level (spin up / spin down) = -0.31508 / -0.43645 Ha
Molecular weight = 314.1 g/mol


Look up the molecular weight of the second one.
430.3 g/mol